Record 1
Formula: C5H11N
Source: the Open Molecules 2025 dataset
Level of theory: wB97M-V/def2-TZVPD

## Properties
Molar mass in g mol⁻¹: 85.15
E_LUMO in Eh: 0.0381
Orbital gap in eV: 8.387
HOMO level in eV: -7.4

CARTESIAN COORDINATES (ANGSTROEM)
C1 0.932 -1.680 -1.057
C2 0.929 -0.430 -0.209
C3 0.575 0.891 -0.747
C4 -1.367 0.877 -0.670
N1 -0.329 -0.015 0.383
C5 -0.277 0.437 1.763
H1 0.166 -1.619 -1.835
H2 0.753 -2.576 -0.452
H3 1.906 -1.783 -1.549
H4 1.697 -0.428 0.569
H5 0.992 1.698 -0.126
H6 -2.190 0.802 0.064
H7 -1.343 1.931 -0.981
H8 -1.604 0.249 -1.525
H9 -0.303 -0.439 2.421
H10 -1.160 1.052 1.969
H11 0.623 1.032 1.981


Record 2
Formula: C5H11N
Source: the Open Molecules 2025 dataset
Level of theory: wB97M-V/def2-TZVPD

## Properties
Molar mass in g mol⁻¹: 85.15
E_LUMO in Eh: 0.0297
Orbital gap in eV: 8.329
HOMO level in eV: -7.5

CARTESIAN COORDINATES (ANGSTROEM)
C1 -0.207 -0.241 0.195
C2 -0.819 0.929 -0.515
C3 -0.557 -0.373 1.657
C4 -0.076 -1.526 -0.576
C5 0.662 1.158 -0.673
N1 1.338 1.128 -1.774
H1 1.074 0.704 0.549
H2 2.310 0.854 -1.651
H3 -1.266 0.724 -1.482
H4 -1.367 1.631 0.105
H5 1.034 1.809 0.388
H6 0.049 -1.139 2.143
H7 -1.606 -0.660 1.773
H8 -0.414 0.575 2.185
H9 0.585 -2.226 -0.061
H10 -1.051 -2.008 -0.684
H11 0.309 -1.339 -1.579


Record 3
Formula: C5H11N
Source: the Open Molecules 2025 dataset
Level of theory: wB97M-V/def2-TZVPD

## Properties
Molar mass in g mol⁻¹: 85.15
SMILES: C[C@@H]1[C@H](C)N1C
E_LUMO in Eh: 0.0451
Orbital gap in eV: 10.224
HOMO level in eV: -9.0

CARTESIAN COORDINATES (ANGSTROEM)
C1 -0.182 1.575 -1.316
C2 0.259 0.885 -0.048
C3 0.748 -0.531 0.057
C4 0.770 -1.609 -1.008
N1 -0.577 -0.160 0.496
C5 -0.892 -0.258 1.904
H1 -0.962 2.312 -1.094
H2 0.657 2.102 -1.786
H3 -0.594 0.858 -2.032
H4 0.718 1.561 0.685
H5 1.506 -0.659 0.838
H6 0.078 -2.397 -0.687
H7 1.761 -2.058 -1.125
H8 0.427 -1.255 -1.985
H9 -0.768 -1.303 2.209
H10 -1.940 0.013 2.066
H11 -0.262 0.366 2.560


Record 4
Formula: C5H11N
Source: the Open Molecules 2025 dataset
Level of theory: wB97M-V/def2-TZVPD

## Properties
Molar mass in g mol⁻¹: 85.15
SMILES: CC(C)=C(C)N
E_LUMO in Eh: 0.0374
Orbital gap in eV: 8.084
HOMO level in eV: -7.1

CARTESIAN COORDINATES (ANGSTROEM)
C1 -1.755 -0.601 -0.581
C2 -0.313 -0.324 -0.364
C3 0.601 -1.461 -0.933
C4 0.261 0.709 0.308
C5 1.461 0.495 1.201
N1 -0.240 2.011 0.275
H1 -2.142 0.222 -1.203
H2 -1.801 -1.608 -0.988
H3 -2.511 -0.606 0.227
H4 0.253 -1.320 -1.976
H5 1.668 -1.263 -0.973
H6 0.423 -2.450 -0.464
H7 2.338 0.964 0.682
H8 1.675 -0.601 1.434
H9 1.127 0.904 2.160
H10 -1.229 2.220 0.310
H11 0.183 2.707 0.886


Record 5
Formula: C5H11N
Source: the Open Molecules 2025 dataset
Level of theory: wB97M-V/def2-TZVPD

## Properties
Molar mass in g mol⁻¹: 85.15
SMILES: C=CC[C@@H](C)N
E_LUMO in Eh: 0.0460
Orbital gap in eV: 9.669
HOMO level in eV: -8.4

CARTESIAN COORDINATES (ANGSTROEM)
C1 -0.452 -2.369 1.430
C2 -0.737 -1.234 0.816
C3 0.465 -0.251 0.499
C4 0.082 0.521 -0.795
C5 -0.784 1.745 -0.335
N1 1.248 1.145 -1.398
H1 -1.195 -3.104 1.741
H2 0.525 -2.794 1.572
H3 -1.785 -0.969 0.465
H4 0.802 0.453 1.369
H5 1.341 -0.985 0.319
H6 -0.592 -0.156 -1.403
H7 -1.401 2.262 -1.104
H8 -1.407 1.495 0.470
H9 -0.069 2.565 -0.038
H10 2.223 1.394 -0.918
H11 1.388 1.357 -2.382


Record 6
Formula: C5H11N
Source: the Open Molecules 2025 dataset
Level of theory: wB97M-V/def2-TZVPD

## Properties
Molar mass in g mol⁻¹: 85.15
SMILES: CCN1C[C@H]1C
E_LUMO in Eh: 0.0471
Orbital gap in eV: 10.357
HOMO level in eV: -9.1

CARTESIAN COORDINATES (ANGSTROEM)
C1 -1.877 1.075 -0.295
C2 -1.461 -0.385 -0.161
N1 -0.063 -0.579 -0.524
C3 0.664 -1.556 0.270
C4 0.914 -0.103 0.439
C5 2.143 0.573 -0.114
H1 -2.821 1.252 0.232
H2 -1.121 1.733 0.149
H3 -2.005 1.367 -1.341
H4 -1.654 -0.727 0.872
H5 -2.067 -1.015 -0.823
H6 0.118 -2.064 1.067
H7 1.379 -2.180 -0.263
H8 0.509 0.336 1.355
H9 2.953 0.586 0.624
H10 1.924 1.607 -0.403
H11 2.493 0.041 -1.005


Record 7
Formula: C5H11N
Source: the Open Molecules 2025 dataset
Level of theory: wB97M-V/def2-TZVPD

## Properties
Molar mass in g mol⁻¹: 85.15
SMILES: CCN1C[C@H]1C
E_LUMO in Eh: 0.0472
Orbital gap in eV: 10.371
HOMO level in eV: -9.1

CARTESIAN COORDINATES (ANGSTROEM)
C1 -1.867 1.085 -0.296
C2 -1.471 -0.376 -0.122
N1 -0.080 -0.580 -0.502
C3 0.664 -1.565 0.263
C4 0.924 -0.114 0.436
C5 2.126 0.578 -0.152
H1 -2.889 1.260 0.057
H2 -1.199 1.737 0.279
H3 -1.803 1.379 -1.348
H4 -1.651 -0.696 0.920
H5 -2.089 -1.014 -0.766
H6 0.140 -2.066 1.079
H7 1.355 -2.199 -0.289
H8 0.553 0.304 1.377
H9 3.009 0.460 0.485
H10 1.934 1.650 -0.281
H11 2.343 0.156 -1.138


Record 8
Formula: C5H11N
Source: the Open Molecules 2025 dataset
Level of theory: wB97M-V/def2-TZVPD

## Properties
Molar mass in g mol⁻¹: 85.15
SMILES: CC[C@H]1CN1C
E_LUMO in Eh: 0.0447
Orbital gap in eV: 10.196
HOMO level in eV: -9.0

CARTESIAN COORDINATES (ANGSTROEM)
C1 -0.398 -0.585 -2.405
C2 0.554 -0.426 -1.222
C3 -0.115 0.167 -0.002
C4 -0.667 -0.690 1.076
N1 0.587 0.022 1.258
C5 0.578 1.161 2.167
H1 -1.251 -1.223 -2.146
H2 -0.794 0.383 -2.731
H3 0.112 -1.041 -3.261
H4 0.972 -1.398 -0.934
H5 1.406 0.207 -1.504
H6 -0.622 1.124 -0.162
H7 -0.589 -1.774 1.009
H8 -1.542 -0.329 1.620
H9 0.824 2.083 1.629
H10 1.336 1.013 2.941
H11 -0.390 1.306 2.668